No. 1
Computed, not measured: a molecular structure, C34H56N5OP2W at a distorted geometry, with wB97M-V/def2-TZVPD.

The geometry in XYZ format:
```
99
Properties=species:S:1:pos:R:3:forces:R:3:lowdin_charge:R:1
H -4.87274 -1.19195 -1.38899 0.038 -0.043 0.038 0.0534
W 0.51453 0.12731 -1.59726 -1.184 -2.283 -0.684 1.2249
H -1.32948 -1.77898 3.34816 -0.038 0.047 -0.017 0.0795
H 4.08674 1.77527 1.37697 0.015 0.016 0.000 0.1025
H 2.11459 5.67315 -3.32385 -0.015 -0.003 0.008 0.0780
C 1.71608 -2.54178 2.15517 -0.168 0.154 0.041 -0.2156
C -1.88049 0.49323 4.88965 0.030 0.029 0.017 -0.1809
H 1.62939 2.07562 0.81775 0.016 -0.091 -0.082 0.0885
N -0.70411 0.56663 2.73881 -0.206 0.240 0.216 -0.2250
C -0.57269 -2.43772 2.93069 0.203 0.103 -0.046 -0.2070
H 1.37492 2.60327 2.46575 -0.038 -0.004 0.013 0.1105
H -1.56937 -3.16599 -1.74146 -0.033 -0.034 -0.012 0.0853
H 2.32577 -0.55670 3.97591 -0.049 -0.031 0.032 0.0930
H -3.11021 1.40358 -3.94342 -0.044 -0.027 -0.010 0.0525
C 0.47718 4.25959 -3.42328 0.059 -0.010 0.042 -0.1342
H -3.15709 -1.68218 -1.32046 -0.029 0.067 -0.006 0.0263
C -1.66755 -3.11689 -2.82155 -0.013 -0.168 0.015 -0.0988
C 0.89668 1.98404 -2.58208 0.027 0.498 0.067 -0.2614
C -3.40438 0.45686 -3.48521 0.003 0.038 -0.263 -0.1623
C 3.43668 -0.98335 -1.39712 -0.007 0.139 -0.130 -0.1132
H -5.62342 1.48997 -1.76654 0.030 0.017 0.028 0.0468
H 2.59787 -1.93781 1.93843 0.011 0.005 -0.012 0.0861
P -3.34588 0.65005 -1.70919 0.644 -0.090 0.126 0.5128
H -2.00157 -3.68787 1.90236 -0.021 -0.030 0.032 0.1050
C -0.17210 -1.10803 -2.78339 0.165 1.028 0.438 -0.3026
H -0.50102 -1.35156 -5.44201 -0.004 -0.020 -0.022 0.0995
H -1.13738 2.47917 1.94214 0.014 0.056 -0.025 0.1100
C -1.62028 1.50308 2.08244 0.024 -0.128 0.225 -0.1946
H -0.21636 4.97980 -3.84842 0.015 -0.007 0.002 0.0811
O -2.03205 1.10082 -1.17165 -0.305 0.183 0.070 -0.4224
N 2.68278 0.02540 -2.16133 0.025 0.091 0.195 -0.4054
N 0.12461 -0.31171 0.38220 0.349 0.842 -0.457 -0.3359
C -3.05691 0.51376 3.90884 0.052 0.000 -0.056 -0.2122
H -2.67905 -0.30016 -3.78432 0.002 -0.002 0.033 0.0298
H -2.99218 -4.79469 -2.93741 -0.006 0.012 0.017 0.0877
H -1.81923 -0.48129 5.37974 0.003 -0.010 -0.002 0.0972
H 3.71927 1.12840 5.09990 0.005 0.001 0.020 0.1057
H 0.25069 0.19160 4.55278 0.025 -0.031 -0.006 0.0974
C 3.13109 1.43607 4.23245 -0.009 0.044 0.012 -0.1910
H 2.09973 -3.99592 0.62339 0.023 -0.013 -0.010 0.1068
H -3.76410 1.77560 2.28611 -0.010 -0.006 -0.002 0.0921
H -3.17501 -4.72207 -5.42090 0.014 -0.002 0.007 0.0782
H -0.98511 2.70815 -3.34524 0.007 -0.005 0.024 0.0645
H -2.84066 2.60753 3.52056 0.010 0.004 -0.009 0.1047
C 2.88505 -0.22659 -3.60133 0.071 -0.008 0.152 -0.0987
H -3.88300 -0.84117 0.06266 -0.022 -0.003 -0.015 0.0484
C 1.78693 4.65881 -3.12576 -0.084 -0.072 -0.053 -0.1386
H -1.84614 1.12282 1.08991 0.049 -0.065 -0.048 0.0623
H 2.37009 0.53588 -4.17552 -0.028 0.035 -0.002 0.0815
H -2.04761 1.23438 5.67706 -0.003 -0.008 0.014 0.1011
H -1.88128 -2.99338 -6.65498 0.003 0.010 -0.009 0.0859
H 2.19649 1.85194 4.61636 -0.014 -0.003 0.007 0.0928
H 3.68263 3.49059 3.83564 0.007 -0.012 0.012 0.1014
C -4.67351 1.80847 -1.33062 -0.164 0.135 0.050 -0.1831
C 3.45001 2.46279 1.94059 0.050 -0.036 0.074 -0.1878
C -3.87867 -0.91810 -1.02639 -0.133 -0.185 0.070 -0.1593
C 0.04972 2.97133 -3.14742 0.200 -0.128 -0.052 -0.1279
C 2.22795 2.41909 -2.36436 0.042 0.160 0.044 -0.2878
H -4.40541 0.17312 -3.81981 0.040 0.012 -0.011 0.0543
H 3.20147 1.41564 -0.71475 -0.016 -0.019 0.065 0.0880
C -1.08089 -3.14335 1.67458 0.069 0.072 -0.076 -0.1961
N 0.65865 -1.65955 2.70284 0.085 -0.428 -0.070 -0.2085
C -0.94384 -2.10195 -3.48875 0.275 0.152 0.317 -0.3952
H 4.96172 2.34179 3.49584 0.008 -0.009 -0.017 0.1000
H -3.07671 -0.41906 3.33947 -0.018 0.005 0.002 0.0982
C 3.88341 2.50060 3.41750 -0.040 -0.013 -0.057 -0.1956
C 2.80866 0.21418 3.38051 0.009 0.146 -0.135 -0.2312
H 3.96327 -0.21397 -3.82658 -0.030 -0.010 -0.039 0.0839
C -2.55714 -4.00900 -4.88916 0.099 0.152 0.103 -0.1428
H 2.44963 -1.19414 -3.83569 0.007 -0.012 -0.027 0.0737
H 4.51203 -0.92806 -1.63515 0.009 -0.030 0.018 0.0826
C -0.00110 -4.08617 1.14805 0.040 0.037 0.052 -0.2060
H -4.77793 1.89114 -0.24797 -0.007 0.008 -0.004 0.0368
H 3.04752 -1.96625 -1.65183 0.006 -0.030 0.003 0.0803
H -0.26782 1.85900 4.33835 -0.014 0.046 0.003 0.1096
H 1.99309 -3.24874 2.94873 -0.006 -0.007 0.035 0.1141
P 0.48714 -0.20128 1.85155 -0.171 -0.394 -0.301 0.5269
H 3.75653 -0.21464 3.02518 0.026 -0.017 -0.050 0.1109
C -0.55368 0.81102 4.16017 -0.163 0.006 -0.072 -0.2122
H 3.27883 -0.81448 -0.33334 -0.002 0.015 0.020 0.0638
C 2.01656 1.97121 1.83077 0.004 -0.139 0.089 -0.2297
H 3.55122 3.44609 1.47897 -0.013 0.008 -0.016 0.1111
C -1.83156 -3.03641 -5.57188 0.085 0.089 -0.004 -0.1265
H -4.39930 2.78676 -1.72803 -0.019 -0.011 0.005 0.0520
C 1.29325 -3.31065 0.90258 -0.038 -0.025 0.009 -0.1997
C 3.17237 1.38627 -1.81042 -0.073 0.019 -0.030 -0.1898
H -0.33417 -3.19237 3.69178 0.004 -0.015 0.052 0.1150
H 4.19866 1.54597 -2.16629 0.088 -0.080 0.001 0.1214
N 1.94895 0.55808 2.23939 0.290 0.222 0.234 -0.1927
H 0.17882 -4.87089 1.89756 -0.002 -0.011 -0.030 0.1044
C -1.04487 -2.11297 -4.89416 -0.126 -0.033 -0.249 -0.0934
C -2.45679 -4.03642 -3.49999 0.082 0.057 0.091 -0.1218
H 3.69357 4.00872 -2.38756 0.003 -0.014 0.005 0.0941
H -1.30181 -2.38442 0.91670 -0.014 -0.030 0.024 0.0859
H -4.00155 0.57724 4.45364 -0.015 0.021 0.001 0.1020
C 2.66438 3.72590 -2.59773 -0.094 -0.134 -0.082 -0.0890
H 1.14844 -2.60066 0.08180 -0.027 -0.030 0.046 0.0680
H -0.32633 -4.58573 0.23245 0.001 0.031 -0.011 0.0997
C -2.89412 1.68025 2.93975 0.055 -0.006 -0.005 -0.1736
```
Positions in Å, forces in eV/Å.

Its total charge is -1. The HOMO-LUMO gap (alpha / beta) is 3.94 / 3.81 eV. The calculation puts the LUMO energy (alpha / beta) at 2.70 / 2.70 eV.



No. 2
Computed, not measured: a molecular structure, C34H57ClNPRu at a distorted geometry, with wB97M-V/def2-TZVPD.

The geometry in XYZ format:
```
95
Properties=species:S:1:pos:R:3:forces:R:3:lowdin_charge:R:1
C 0.22668 -2.93760 -1.41507 0.054 -0.566 -0.064 -0.2800
C -0.54480 -0.54887 -3.87663 -0.245 0.059 0.028 -0.2049
C 0.15805 0.17409 3.34456 2.363 1.305 -1.609 -0.2703
C 1.54910 -2.30448 -1.83704 0.741 0.542 -0.559 -0.4915
H 0.57616 3.37782 -1.33257 -0.079 -0.323 0.062 0.0517
H 5.71091 0.12853 -0.47998 -0.014 0.005 -0.074 0.1149
C 2.26662 2.33650 4.96196 -0.360 -0.004 0.083 -0.1291
H 6.52320 2.16162 -1.48524 -0.111 -0.093 -0.120 0.1025
C 0.75666 3.26446 3.28861 -0.398 -0.047 0.177 -0.0991
H 1.06570 -4.52893 -0.27985 -0.036 -0.042 -0.172 0.1116
H 2.57262 -4.84781 -3.91370 -0.009 -0.064 0.124 0.1022
H 1.25001 -2.76814 -3.94704 0.204 -0.018 0.152 0.0937
H 0.44427 0.42177 5.45548 -0.391 -0.092 -0.029 0.0788
H -2.81098 -1.08194 -0.07975 0.037 -0.268 0.031 0.0727
H -0.34483 0.97327 -7.02318 0.010 -0.174 0.071 0.1022
H 5.71659 1.82859 -3.01480 -0.075 -0.041 0.085 0.1074
H 0.31303 -5.23735 -3.16414 0.056 -0.042 0.064 0.1082
H 1.37974 -6.14118 -2.07250 -0.092 0.030 -0.187 0.1026
H -3.80903 2.78087 1.39462 0.155 -0.087 -0.074 0.1027
H 4.11240 -0.53379 -2.99008 0.037 0.021 0.243 0.0950
Ru -0.00146 -0.93528 0.33746 0.069 2.830 2.210 0.6447
H 2.22653 2.37100 -1.41487 0.248 -0.136 -0.120 0.0656
C 0.01072 0.31631 -6.21837 0.123 -0.014 0.112 -0.2106
H 1.60461 2.17190 5.83394 0.242 0.046 0.097 0.0656
H -1.88313 -0.28746 6.04740 0.095 -0.104 -0.232 0.0892
C 3.06866 1.80920 -1.82993 -0.018 0.104 -0.054 -0.2109
H 4.41740 2.59289 -0.35488 0.054 -0.007 -0.048 0.1151
H -1.36254 -0.58768 -3.14598 0.230 -0.065 -0.237 0.0894
C 3.00464 0.35299 -1.34444 -0.115 -0.423 -0.131 -0.4093
C -0.06534 2.71232 -0.75037 3.762 0.805 1.399 -0.0750
H -3.39286 -1.13324 4.20838 0.257 0.076 0.076 0.0825
C -0.61415 -0.43066 2.33605 -2.497 -1.570 -2.437 -0.2241
C -0.25784 0.10415 4.68168 -2.383 -0.727 4.053 -0.0754
C -1.54546 -0.32678 5.00998 2.880 1.161 0.637 -0.1093
H -1.08603 0.06709 -1.64873 -0.511 0.819 0.913 -0.0398
H 3.06013 0.34276 -0.23957 0.033 0.005 -0.339 0.0732
C 4.38734 2.49353 -1.44700 -0.070 -0.135 0.198 -0.1980
C -3.64259 0.81924 0.54645 0.130 -0.079 0.052 -0.2129
H 1.18580 4.18863 3.70328 -0.176 -0.037 -0.301 0.0725
H -0.15919 -2.57150 -0.40700 -0.109 -0.755 -0.908 0.0118
H 1.65009 0.97456 2.01149 -0.144 -0.189 0.255 0.0729
H -0.53364 -2.77454 -2.19279 0.034 0.029 0.263 0.1113
H 1.19743 1.92705 -5.39609 0.026 -0.110 -0.020 0.1139
C -1.29330 0.35170 -0.59481 -0.533 1.384 -1.978 -0.2972
H 2.30559 -2.54673 -1.07278 -0.284 -0.008 -0.119 0.0408
Cl 1.97296 -1.74664 1.27723 1.202 -0.724 0.495 0.0161
H 2.63776 3.36967 5.02688 0.164 -0.223 0.130 0.0714
H 0.72147 3.32360 2.18957 -0.032 0.028 0.272 0.0695
H -2.22191 3.96070 0.08583 -0.001 -0.341 -0.328 0.1011
H 4.19905 -1.46623 -1.49247 0.003 0.266 -0.065 0.1060
H -3.32890 3.13240 -1.00955 0.044 -0.051 0.103 0.1007
C -2.50314 2.96146 -0.30306 -0.386 0.224 0.403 -0.1910
C 0.43463 -4.43554 -1.17506 -0.111 0.200 0.147 -0.2001
C -1.05878 0.18997 -5.12572 0.133 0.011 -0.093 -0.1933
H -0.31679 -1.59383 -4.13754 -0.024 0.297 -0.010 0.0972
C -1.32353 2.36300 -1.08897 -3.927 -4.368 -0.479 -0.2997
H 3.13566 -4.49490 -2.28088 -0.066 0.015 -0.037 0.1133
C 1.46608 0.86915 3.09536 -0.273 0.319 -0.238 -0.2136
C -2.72972 -0.03903 -0.38372 -1.479 0.737 -0.609 -0.2837
C -1.88178 -0.89810 2.66784 1.799 0.171 -1.512 -0.2034
H 6.35209 -0.30798 -2.06167 -0.024 0.003 0.091 0.1026
C 1.07009 -5.13360 -2.37450 0.056 0.022 -0.150 -0.2034
H 4.40678 3.50795 -1.86197 -0.030 -0.068 0.090 0.1054
P 1.31836 -0.47530 -1.61312 0.422 -0.453 -0.547 1.0313
H 2.11364 0.81434 -6.42344 -0.135 0.078 0.079 0.1057
C 5.54176 0.23195 -1.55979 -0.043 -0.050 0.242 -0.1974
H 0.47116 1.18948 -3.07103 -0.019 -0.190 -0.241 0.1017
H 0.19569 -0.67398 -6.66200 -0.018 0.139 0.073 0.1102
H 2.98111 1.84852 -2.92443 -0.059 0.087 0.266 0.0959
C 0.71681 0.13591 -3.30516 0.261 0.069 0.318 -0.3806
H -2.23526 2.04253 1.64755 -0.044 -0.112 -0.225 0.1047
H -0.53682 -4.88363 -0.93313 0.176 -0.125 -0.023 0.1105
H 2.74683 0.49814 -4.06407 -0.325 -0.202 -0.214 0.0733
H -0.28146 3.18485 3.66780 0.065 0.116 -0.167 0.0825
H 3.10105 1.62399 5.01937 -0.129 0.224 0.067 0.0808
H 0.29505 2.27083 0.20597 0.069 0.914 -0.579 0.0569
H -1.39638 1.19966 -4.84819 0.056 -0.175 0.092 0.1112
C -3.03684 2.16640 0.90475 0.157 0.238 0.085 -0.2164
C 5.61852 1.72014 -1.92492 -0.150 -0.094 -0.089 -0.2118
C 4.19927 -0.44301 -1.89542 0.141 0.088 -0.160 -0.2076
H -1.93482 -0.33707 -5.52664 0.104 0.100 0.080 0.1070
N 1.58531 2.18466 3.71424 0.793 -0.137 -0.203 -0.2919
H -2.45987 -1.38560 1.89221 -0.156 -0.066 0.250 0.0471
H -3.23051 0.02613 -1.37309 0.113 -0.272 0.166 0.0956
H -3.87450 0.27350 1.46967 0.093 0.153 -0.163 0.0819
C 2.28098 -4.38748 -2.96142 0.103 -0.060 -0.029 -0.1998
C 2.02245 -2.89040 -3.17379 0.017 -0.421 0.293 -0.2106
H 2.30676 0.27880 3.51014 -0.211 -0.085 -0.190 0.1077
H 2.93885 -2.39471 -3.52778 -0.272 -0.207 0.109 0.0951
C 1.78869 0.09604 -4.41095 -0.006 0.033 -0.208 -0.2138
C -2.37275 -0.80813 3.99176 -1.948 -0.302 0.258 -0.1292
C 1.32891 0.86684 -5.65637 -0.019 -0.041 0.034 -0.1978
H -4.60832 0.99898 0.03543 0.314 -0.109 0.111 0.1004
H -1.60509 2.12200 -2.15149 0.425 0.994 0.681 0.1103
H 1.96337 -0.95069 -4.69970 -0.011 0.351 0.055 0.0946
```
Positions in Å, forces in eV/Å.

Its total charge is -1. The HOMO-LUMO gap (alpha / beta) is 3.34 / 4.78 eV. As for the spin multiplicity: 6. The calculation puts the LUMO energy (alpha / beta) at 2.57 / 1.12 eV.



Q: total charge of number 2 (C34H57ClNPRu)?
A: -1